No. 1
Below is a molecular structure, C17H13Co2O6S in a non-equilibrium geometry, with properties calculated with ωB97M-V/def2-TZVPD.

Its relative energy (zero: lowest compared OMol25 entry of this formula, charge and spin) is 0.000 eV. The value obtained for the HOMO energy is -3.19 eV. The multiplicity is 1. The calculation puts the HOMO-LUMO gap at 5.72 eV. As for the charge: -1.

Each line ends with the Löwdin charge.
CARTESIAN COORDINATES (ANGSTROEM)
C (-3.073, -4.406, 3.052)  -0.450
S (-1.945, -3.339, 2.153)  0.734
C (-0.440, -3.976, 2.903)  -0.430
H (-3.987, -3.836, 3.228)  0.023
H (-3.299, -5.272, 2.425)  0.024
H (-2.635, -4.700, 4.008)  0.023
H (0.274, -3.147, 2.940)  0.025
H (-0.647, -4.332, 3.919)  0.027
H (-0.041, -4.772, 2.261)  0.030
O (2.275, 4.151, 2.598)  0.107
C (1.831, 3.644, 1.658)  -0.130
Co (1.538, 2.895, 0.017)  0.046
C (2.997, 3.535, -0.778)  -0.116
O (3.896, 3.976, -1.351)  0.110
C (1.969, 1.198, 0.340)  -0.127
O (2.333, 0.110, 0.502)  0.123
C (-0.141, 3.311, -0.462)  -0.251
C (0.507, 2.544, -1.408)  -0.268
C (0.474, 1.948, -2.613)  -0.106
C (0.608, 0.526, -2.754)  -0.249
C (1.200, 0.052, -3.947)  -0.068
C (1.331, -1.306, -4.162)  -0.118
C (0.832, -2.221, -3.215)  -0.123
C (0.232, -1.766, -2.034)  -0.092
C (0.129, -0.398, -1.792)  -0.041
Co (-0.884, 2.425, 1.149)  0.030
C (-0.875, 3.441, 2.571)  -0.206
O (-0.904, 4.116, 3.515)  0.071
C (-0.548, 0.775, 1.704)  -0.188
O (-0.368, -0.299, 2.104)  0.047
C (-2.563, 2.444, 0.673)  -0.181
O (-3.676, 2.499, 0.351)  0.078
H (-0.627, 4.270, -0.679)  0.074
H (0.487, 2.553, -3.528)  0.108
H (1.486, 0.800, -4.689)  0.103
H (1.793, -1.653, -5.087)  0.089
H (0.926, -3.289, -3.408)  0.083
H (-0.118, -2.482, -1.282)  0.098
H (-0.346, -0.019, -0.880)  0.091

Cartesian forces (eV/Å) of the 6 atoms listed first:
C -0.52 -0.05 -0.45
S 0.05 0.31 0.39
C 0.51 0.14 -0.45
H -0.03 -0.19 0.05
H -0.10 -0.13 0.40
H -0.18 -0.01 -0.14

---

No. 2
Below is C17H13F3N2O3 in the gas phase, with properties calculated with ωB97M-V/def2-TZVPD.

Its relative energy (zero: lowest compared OMol25 entry of this formula, charge and spin) is 0.109 eV. The value obtained for the HOMO energy is -8.67 eV. The multiplicity is 1. The calculation puts the HOMO-LUMO gap at 8.61 eV. As for the charge: 0. As for the SMILES: O=C(Cn1cc(C(=O)C(F)(F)F)c2ccccc21)NCc1ccco1.

Each line ends with the Löwdin charge.
CARTESIAN COORDINATES (ANGSTROEM)
O (-2.340, -2.962, -0.726)  0.082
C (-1.284, -2.548, -0.315)  -0.492
C (0.003, -2.580, -1.167)  -0.022
N (0.721, -1.344, -1.031)  -0.049
C (1.955, -1.187, -0.520)  0.021
C (2.267, 0.162, -0.421)  -0.082
C (3.468, 0.759, 0.078)  -0.258
O (3.722, 1.939, 0.157)  0.141
C (4.520, -0.276, 0.583)  -0.555
F (5.615, 0.301, 1.064)  0.166
F (4.908, -1.122, -0.391)  0.142
F (4.014, -1.051, 1.567)  0.134
C (1.114, 0.877, -0.907)  -0.097
C (0.807, 2.227, -1.041)  -0.003
C (-0.436, 2.560, -1.537)  -0.083
C (-1.365, 1.583, -1.897)  -0.083
C (-1.082, 0.238, -1.774)  0.006
C (0.168, -0.101, -1.275)  -0.161
N (-1.091, -2.024, 0.913)  0.090
C (-2.189, -1.528, 1.725)  -0.076
C (-2.260, -0.038, 1.614)  -0.264
C (-1.376, 0.932, 1.992)  -0.022
C (-1.925, 2.160, 1.552)  -0.063
C (-3.094, 1.843, 0.935)  -0.129
O (-3.301, 0.518, 0.962)  0.052
H (-0.294, -2.744, -2.208)  0.142
H (0.637, -3.410, -0.847)  0.140
H (2.550, -2.042, -0.262)  0.138
H (1.528, 2.976, -0.761)  0.111
H (-0.702, 3.600, -1.651)  0.105
H (-2.327, 1.886, -2.281)  0.108
H (-1.806, -0.513, -2.047)  0.118
H (-0.181, -1.659, 1.153)  0.139
H (-2.033, -1.838, 2.762)  0.131
H (-3.109, -1.971, 1.339)  0.132
H (-0.457, 0.797, 2.525)  0.113
H (-1.502, 3.135, 1.678)  0.106
H (-3.843, 2.446, 0.462)  0.123

Cartesian forces (eV/Å) of the 6 atoms listed first:
O -0.37 -0.10 -0.27
C 0.67 -0.07 0.00
C -0.51 -0.31 -0.17
N 0.10 -0.01 -0.07
C 0.52 0.47 0.18
C -0.69 -0.25 -0.26

---

No. 3
Below is C17H13FN2O3 in the gas phase in a non-equilibrium geometry, with properties calculated with ωB97M-V/def2-TZVPD.

The value obtained for the HOMO energy is -9.06 eV. The multiplicity is 1. The calculation puts the HOMO-LUMO gap at 8.95 eV. As for the charge: 0. As for the SMILES: O=C1NC(=O)C([C@H](c2ccccc2)c2ccc(F)cc2)C(=O)N1.

Each line ends with the Löwdin charge.
CARTESIAN COORDINATES (ANGSTROEM)
O (0.273, -1.007, -5.270)  0.092
C (0.055, -0.774, -4.091)  -0.500
N (-0.055, 0.494, -3.564)  0.196
C (-0.336, 0.847, -2.239)  -0.336
O (-0.681, 2.013, -2.042)  0.095
C (-0.327, -0.198, -1.127)  -0.052
C (0.540, 0.016, 0.195)  -0.138
C (0.321, -1.117, 1.232)  -0.169
C (1.255, -2.166, 1.298)  -0.041
C (0.894, -3.392, 1.842)  -0.079
C (-0.345, -3.545, 2.465)  -0.082
C (-1.225, -2.464, 2.518)  -0.077
C (-0.889, -1.255, 1.936)  -0.048
C (0.457, 1.448, 0.799)  -0.169
C (1.424, 2.367, 0.380)  -0.028
C (1.183, 3.752, 0.452)  0.008
C (0.002, 4.164, 1.051)  -0.246
F (-0.317, 5.506, 0.987)  0.027
C (-0.916, 3.285, 1.622)  0.016
C (-0.603, 1.913, 1.599)  -0.012
C (-0.464, -1.567, -1.791)  -0.329
O (-0.942, -2.545, -1.205)  0.094
N (-0.144, -1.748, -3.140)  0.194
H (0.080, 1.252, -4.218)  0.168
H (-1.209, -0.043, -0.547)  0.147
H (1.524, -0.107, -0.290)  0.135
H (2.227, -2.017, 0.833)  0.113
H (1.593, -4.229, 1.768)  0.108
H (-0.646, -4.531, 2.834)  0.107
H (-2.206, -2.578, 2.998)  0.112
H (-1.629, -0.449, 1.939)  0.097
H (2.347, 2.005, -0.055)  0.115
H (1.892, 4.452, 0.045)  0.116
H (-1.819, 3.655, 2.074)  0.116
H (-1.237, 1.265, 2.180)  0.086
H (-0.079, -2.702, -3.468)  0.169

Cartesian forces (eV/Å) of the 6 atoms listed first:
O -0.21 0.30 1.36
C 0.34 -0.18 -0.78
N 0.41 -0.21 0.35
C -0.74 2.66 0.45
O 0.81 -1.72 0.02
C -0.99 0.10 -0.48